i) Formula: C16H20As2F3NO4S2Y
Source: the Open Molecules 2025 dataset
Level of theory: the ωB97M-V functional and the def2-TZVPD basis

**<S²>**: 0.771
**LUMO energy (spin up / spin down)**: 0.05 / 0.05 eV
**Multiplicity**: 2

Cartesian coordinates (Å):
Y  -0.14  -0.58  0.08
O  1.96  -0.26  0.33
N  2.44  -0.79  1.51
C  3.74  -1.26  1.49
C  4.32  -1.72  2.63
C  3.60  -1.74  3.84
C  2.27  -1.28  3.82
C  1.67  -0.80  2.69
S  -0.01  -0.28  2.65
H  4.22  -1.21  0.52
H  5.34  -2.08  2.57
H  4.04  -2.11  4.75
H  1.67  -1.31  4.72
C  -4.52  -0.30  -0.31
As  -2.90  0.72  0.04
C  -3.52  1.92  1.44
C  -2.81  1.91  -1.51
C  -3.90  2.06  -2.36
C  -3.84  2.90  -3.46
C  -2.68  3.62  -3.73
C  -1.59  3.48  -2.89
C  -1.63  2.63  -1.79
As  -0.08  2.35  -0.65
C  -0.15  3.87  0.56
C  1.42  2.80  -1.79
H  -4.37  -0.89  -1.21
H  -5.40  0.34  -0.42
H  -4.68  -0.97  0.53
H  -4.19  2.69  1.05
H  -2.66  2.39  1.92
H  -4.04  1.33  2.19
H  -4.81  1.51  -2.18
H  -4.70  3.00  -4.12
H  -2.63  4.28  -4.58
H  -0.68  4.04  -3.10
H  -0.12  4.80  0.00
H  0.71  3.81  1.24
H  -1.06  3.82  1.15
H  1.40  3.84  -2.13
H  1.42  2.13  -2.64
H  2.33  2.63  -1.21
F  2.00  -3.01  -2.18
C  0.96  -2.38  -2.68
F  0.91  -2.56  -3.99
F  1.13  -1.04  -2.45
S  -0.62  -2.84  -1.83
O  -1.13  -4.01  -2.45
O  -1.37  -1.58  -1.95
O  -0.18  -2.91  -0.43

=====

ii) Formula: C16H20As2F3NO4S2Y
Source: the Open Molecules 2025 dataset
Level of theory: the ωB97M-V functional and the def2-TZVPD basis

**<S²>**: 0.769
**LUMO energy (spin up / spin down)**: -0.22 / -0.22 eV
**Multiplicity**: 2

Cartesian coordinates (Å):
Y  0.22  -0.10  -0.41
O  -1.68  -1.04  -0.31
N  -2.86  -0.51  -0.76
C  -3.93  -1.38  -0.91
C  -5.07  -0.92  -1.52
C  -5.15  0.40  -1.97
C  -4.05  1.26  -1.76
C  -2.91  0.81  -1.16
S  -1.50  1.83  -0.87
H  -3.78  -2.37  -0.50
H  -5.90  -1.61  -1.63
H  -6.04  0.76  -2.46
H  -4.08  2.30  -2.05
C  1.45  -2.87  2.71
As  0.01  -2.29  1.53
C  -1.52  -2.25  2.73
C  -0.32  -3.95  0.55
C  -0.59  -5.09  1.30
C  -0.85  -6.31  0.71
C  -0.82  -6.41  -0.68
C  -0.55  -5.28  -1.44
C  -0.29  -4.05  -0.85
As  0.11  -2.55  -2.04
C  -1.35  -2.69  -3.32
C  1.61  -3.31  -3.04
H  1.19  -3.77  3.28
H  1.69  -2.07  3.41
H  2.33  -3.08  2.10
H  -1.67  -3.21  3.21
H  -2.39  -1.99  2.13
H  -1.36  -1.48  3.48
H  -0.61  -5.02  2.39
H  -1.06  -7.18  1.32
H  -1.02  -7.35  -1.16
H  -0.53  -5.38  -2.52
H  -1.43  -3.69  -3.73
H  -1.17  -1.98  -4.13
H  -2.27  -2.42  -2.81
H  1.40  -4.31  -3.42
H  2.47  -3.35  -2.36
H  1.85  -2.65  -3.87
F  3.33  2.15  -2.54
C  2.92  0.93  -2.29
F  3.47  0.08  -3.14
F  1.56  0.88  -2.48
S  3.15  0.41  -0.53
O  4.51  0.59  -0.17
O  2.60  -0.95  -0.59
O  2.12  1.25  0.11

=====

Most favorable structure: ii). The second most favorable one is 13.5 kJ/mol above it.

=====

i) Formula: CH3N3S
Source: the Open Molecules 2025 dataset
Level of theory: the ωB97M-V functional and the def2-TZVPD basis

**LUMO energy**: -0.15 eV
**SMILES**: N/N=N/C=S

Cartesian coordinates (Å):
N  -0.56  0.92  0.47
N  -0.45  -0.42  0.46
N  0.58  -0.84  -0.09
C  1.20  -2.07  -0.01
S  1.98  -2.48  1.35
H  0.34  1.34  0.27
H  -1.05  1.20  1.30
H  1.19  -2.54  -0.89

=====

ii) Formula: CH3N3S
Source: the Open Molecules 2025 dataset
Level of theory: the ωB97M-V functional and the def2-TZVPD basis

**LUMO energy**: -0.30 eV
**SMILES**: NN=S.C#N

Cartesian coordinates (Å):
N  0.50  -1.08  0.03
N  1.00  0.14  0.13
S  2.59  0.35  0.21
H  0.90  -1.97  0.36
H  -0.45  -0.98  -0.29
C  -1.51  1.26  -0.04
N  -1.87  0.18  0.08
H  -1.16  2.10  -0.47

=====

Most favorable structure: i). The second most favorable one is 22.5 kJ/mol above it.

=====

i) Formula: C2H5N3OS2
Source: the Open Molecules 2025 dataset
Level of theory: the ωB97M-V functional and the def2-TZVPD basis

**LUMO energy**: -0.77 eV

Cartesian coordinates (Å):
C  -0.21  0.33  0.47
C  -0.53  0.28  -2.13
H  2.75  -0.53  0.46
H  1.82  0.25  -1.14
H  -1.92  1.04  1.80
H  -0.64  -1.66  2.19
H  -0.16  -0.72  -1.68
N  1.83  -0.58  -0.28
N  0.85  -0.31  0.81
N  -1.34  0.24  1.38
O  -1.30  -0.59  2.62
S  -0.49  1.42  -0.86
S  -0.67  0.85  -3.65

=====

ii) Formula: C2H5N3OS2
Source: the Open Molecules 2025 dataset
Level of theory: the ωB97M-V functional and the def2-TZVPD basis

**LUMO energy**: -0.50 eV

Cartesian coordinates (Å):
C  0.97  0.16  -0.03
C  -1.64  0.27  0.36
H  2.62  -1.80  -1.14
H  1.62  -2.45  0.38
H  2.91  0.35  0.63
H  -1.27  1.14  1.25
H  1.49  3.04  0.00
N  2.54  -1.61  0.09
N  2.21  -0.39  0.49
N  0.60  1.37  -0.26
O  1.77  2.15  -0.16
S  -0.24  -0.96  -0.28
S  -3.19  -0.02  0.02

=====

iii) Formula: C2H5N3OS2
Source: the Open Molecules 2025 dataset
Level of theory: the ωB97M-V functional and the def2-TZVPD basis

**LUMO energy**: 0.61 eV
**SMILES**: ONC1=NSCSN1

Cartesian coordinates (Å):
O  -2.92  0.41  -0.08
N  -1.94  -0.54  -0.03
C  -0.62  -0.11  -0.16
N  -0.41  1.15  -0.37
S  1.14  1.81  -0.27
C  2.18  0.47  0.35
S  1.83  -1.11  -0.45
N  0.21  -1.22  -0.03
H  -2.49  1.16  -0.54
H  -2.15  -1.28  -0.70
H  3.23  0.76  0.20
H  1.99  0.36  1.42
H  -0.05  -1.85  0.67

=====

Most favorable structure: iii). The second most favorable one is 390.5 kJ/mol above it.

=====

i) Formula: H2N4O3
Source: the Open Molecules 2025 dataset
Level of theory: the ωB97M-V functional and the def2-TZVPD basis

**LUMO energy**: -0.21 eV
**SMILES**: NN(N=O)[N+](=O)[O-]

Cartesian coordinates (Å):
N  -0.09  -0.04  0.04
N  0.48  -1.33  -0.01
N  1.45  -1.71  0.69
O  1.99  -0.86  1.39
N  -0.56  -2.62  -0.64
O  -0.09  -3.64  -0.64
O  -1.59  -2.11  -0.85
H  0.18  0.30  -0.87
H  0.24  0.40  0.88

=====

ii) Formula: H2N4O3
Source: the Open Molecules 2025 dataset
Level of theory: the ωB97M-V functional and the def2-TZVPD basis

**LUMO energy**: -0.70 eV
**SMILES**: NN(N=O)[N+](=O)[O-]

Cartesian coordinates (Å):
N  0.15  -0.28  0.06
N  -0.93  -0.62  0.85
N  -0.99  -0.64  2.14
O  0.05  -0.36  2.74
N  -2.26  -0.79  0.02
O  -3.16  -1.21  0.66
O  -2.13  -0.49  -1.11
H  0.66  0.51  0.44
H  -0.17  -0.12  -0.90

=====

Most favorable structure: ii). The second most favorable one is 52.0 kJ/mol above it.

=====

i) Formula: C2H4NO2
Source: the Open Molecules 2025 dataset
Level of theory: the ωB97M-V functional and the def2-TZVPD basis

**LUMO energy**: 4.70 eV
**Charge**: -1
**SMILES**: NCC(=O)[O-]

Cartesian coordinates (Å):
N  0.17  0.36  1.36
C  -0.51  0.40  0.04
C  0.14  -0.52  -1.04
O  0.04  -0.10  -2.20
O  0.65  -1.60  -0.64
H  0.37  -0.63  1.51
H  1.12  0.70  1.17
H  -1.48  0.01  0.21
H  -0.50  1.38  -0.40

=====

ii) Formula: C2H4NO2
Source: the Open Molecules 2025 dataset
Level of theory: the ωB97M-V functional and the def2-TZVPD basis

**LUMO energy**: 4.68 eV
**Charge**: -1

Cartesian coordinates (Å):
C  0.09  0.60  0.79
C  0.54  -0.69  0.18
N  1.31  0.31  0.02
O  2.32  0.98  -0.45
O  0.30  -1.89  0.04
H  -0.69  1.21  0.32
H  0.20  0.81  1.86
H  -2.01  -0.88  -1.05
H  -2.07  -0.46  -1.71

=====

iii) Formula: C2H4NO2
Source: the Open Molecules 2025 dataset
Level of theory: the ωB97M-V functional and the def2-TZVPD basis

**LUMO energy**: 4.43 eV
**Charge**: -1
**SMILES**: CNC(=O)[O-]

Cartesian coordinates (Å):
C  -0.56  0.98  0.08
N  -0.08  -0.34  0.49
C  0.67  -1.15  -0.40
O  1.51  -1.91  0.12
O  0.39  -1.01  -1.62
H  -0.05  1.77  0.64
H  -1.64  1.07  0.22
H  -0.33  1.01  -0.99
H  0.09  -0.43  1.47

=====

Most favorable structure: iii). The second most favorable one is 8.5 kJ/mol above it.